[1]
C23H46BrCl38 | ωB97M-V/def2-TZVPD

Total charge: -1
Multiplicity: 1
HOMO level in eV: -2.600
LUMO level in Ha: 0.053
F_max in eV Å⁻¹: 0.6

Last columns: bonded neighbours and bond lengths (Å).
CARTESIAN COORDINATES (ANGSTROEM)
1 C 7.750 -0.780 0.551  C2 1.528, H6 1.091, H7 1.095, H8 1.093
2 C 6.627 0.127 1.052  C1 1.528, C3 1.545, H9 1.098, H10 1.093
3 C 5.561 0.403 -0.031  C2 1.545, C4 1.513, H11 1.100, H12 1.099
4 C 4.656 -0.722 -0.480  C3 1.513, Br5 2.049, H13 1.098
5 Br 3.581 -1.305 1.166  C4 2.049
6 H 7.374 -1.756 0.240  C1 1.091
7 H 8.496 -0.940 1.337  C1 1.095
8 H 8.273 -0.305 -0.283  C1 1.093
9 H 7.086 1.085 1.335  C2 1.098
10 H 6.154 -0.304 1.937  C2 1.093
11 H 6.102 0.745 -0.926  C3 1.100
12 H 4.963 1.260 0.311  C3 1.099
13 H 5.247 -1.626 -0.679  C4 1.098
14 C 5.621 -3.156 3.815  Cl15 1.777, Cl16 1.771, H17 1.083, H18 1.083
15 Cl 4.694 -4.273 4.841  C14 1.777
16 Cl 7.116 -3.900 3.224  C14 1.771
17 H 5.011 -2.878 2.965  C14 1.083
18 H 5.883 -2.288 4.406  C14 1.083
19 C -0.522 -2.116 2.275  Cl20 1.767, Cl21 1.770, H22 1.084, H23 1.079
20 Cl 0.951 -2.578 3.135  C19 1.767
21 Cl -0.206 -1.153 0.824  C19 1.770
22 H -1.029 -3.021 1.962  C19 1.084
23 H -1.138 -1.536 2.945  C19 1.079
24 C -1.982 2.165 -0.179  Cl25 1.771, Cl26 1.769, H27 1.083, H28 1.082
25 Cl -2.959 2.392 1.280  C24 1.771
26 Cl -1.588 3.699 -0.969  C24 1.769
27 H -1.061 1.665 0.096  C24 1.083
28 H -2.550 1.559 -0.872  C24 1.082
29 C 2.635 0.806 -3.185  Cl30 1.771, Cl31 1.764, H32 1.084, H33 1.084
30 Cl 1.409 0.335 -1.996  C29 1.771
31 Cl 3.852 1.912 -2.547  C29 1.764
32 H 3.139 -0.092 -3.524  C29 1.084
33 H 2.131 1.320 -3.994  C29 1.084
34 C -3.345 -1.022 5.911  Cl35 1.770, Cl36 1.768, H37 1.083, H38 1.083
35 Cl -1.896 -1.435 6.840  C34 1.770
36 Cl -2.956 -0.157 4.419  C34 1.768
37 H -3.861 -1.939 5.655  C34 1.083
38 H -3.961 -0.372 6.520  C34 1.083
39 C -5.533 2.531 7.107  Cl40 1.765, Cl41 1.770, H42 1.084, H43 1.083
40 Cl -6.102 2.290 5.453  C39 1.765
41 Cl -5.410 1.008 8.000  C39 1.770
42 H -4.548 2.981 7.069  C39 1.084
43 H -6.235 3.171 7.627  C39 1.083
44 C 1.949 1.957 1.307  Cl45 1.776, Cl46 1.766, H47 1.089, H48 1.083
45 Cl 2.171 2.537 2.971  C44 1.776
46 Cl 2.163 3.248 0.121  C44 1.766
47 H 2.666 1.161 1.113  C44 1.089
48 H 0.939 1.578 1.220  C44 1.083
49 C -4.191 -1.639 -0.490  Cl50 1.766, Cl51 1.770, H52 1.084, H53 1.083
50 Cl -3.912 -0.765 1.019  C49 1.766
51 Cl -3.845 -0.635 -1.906  C49 1.770
52 H -3.553 -2.514 -0.517  C49 1.084
53 H -5.242 -1.897 -0.542  C49 1.083
54 C -5.013 2.626 -3.426  Cl55 1.766, Cl56 1.776, H57 1.084, H58 1.084
55 Cl -4.583 1.661 -4.841  C54 1.766
56 Cl -6.641 2.241 -2.830  C54 1.776
57 H -4.302 2.418 -2.634  C54 1.084
58 H -4.990 3.673 -3.703  C54 1.084
59 C -0.133 2.039 -7.038  Cl60 1.765, Cl61 1.768, H62 1.083, H63 1.083
60 Cl -1.358 2.328 -5.800  C59 1.765
61 Cl 1.472 1.819 -6.329  C59 1.768
62 H -0.399 1.138 -7.577  C59 1.083
63 H -0.097 2.894 -7.702  C59 1.083
64 C 7.257 3.877 -3.001  Cl65 1.760, Cl66 1.772, H67 1.084, H68 1.083
65 Cl 6.014 4.180 -1.792  C64 1.760
66 Cl 8.873 3.715 -2.292  C64 1.772
67 H 7.013 2.950 -3.507  C64 1.084
68 H 7.275 4.708 -3.696  C64 1.083
69 C 1.822 7.074 -0.799  Cl70 1.762, Cl71 1.772, H72 1.084, H73 1.083
70 Cl 3.045 6.120 -1.634  C69 1.762
71 Cl 0.228 6.950 -1.564  C69 1.772
72 H 1.740 6.704 0.216  C69 1.084
73 H 2.123 8.115 -0.815  C69 1.083
74 C 8.865 -4.968 0.006  Cl75 1.775, Cl76 1.766, H77 1.083, H78 1.083
75 Cl 10.343 -5.478 0.845  C74 1.775
76 Cl 9.215 -3.911 -1.364  C74 1.766
77 H 8.364 -5.854 -0.361  C74 1.083
78 H 8.240 -4.428 0.708  C74 1.083
79 C -4.479 -3.274 -4.883  Cl80 1.770, Cl81 1.772, H82 1.083, H83 1.081
80 Cl -4.168 -4.077 -3.336  C79 1.770
81 Cl -5.355 -1.747 -4.684  C79 1.772
82 H -3.530 -3.062 -5.359  C79 1.083
83 H -5.078 -3.939 -5.490  C79 1.081
84 C -7.952 -0.664 -0.399  Cl85 1.772, Cl86 1.767, H87 1.083, H88 1.085
85 Cl -7.548 -2.297 0.158  C84 1.772
86 Cl -9.605 -0.556 -1.013  C84 1.767
87 H -7.849 0.014 0.440  C84 1.083
88 H -7.270 -0.398 -1.199  C84 1.085
89 C -2.046 0.839 10.777  Cl90 1.766, Cl91 1.770, H92 1.084, H93 1.083
90 Cl -2.533 2.110 9.652  C89 1.766
91 Cl -3.333 0.429 11.921  C89 1.770
92 H -1.805 -0.047 10.201  C89 1.084
93 H -1.188 1.188 11.338  C89 1.083
94 C 6.182 -7.717 3.663  Cl95 1.764, Cl96 1.771, H97 1.083, H98 1.085
95 Cl 7.870 -7.341 3.314  C94 1.764
96 Cl 5.422 -8.659 2.369  C94 1.771
97 H 6.141 -8.300 4.575  C94 1.083
98 H 5.643 -6.782 3.771  C94 1.085
99 C -8.094 4.449 -5.577  Cl100 1.769, Cl101 1.768, H102 1.083, H103 1.084
100 Cl -6.530 4.943 -6.242  C99 1.769
101 Cl -8.952 5.792 -4.812  C99 1.768
102 H -8.704 4.073 -6.390  C99 1.083
103 H -7.919 3.683 -4.831  C99 1.084
104 C -7.661 -3.173 -7.241  Cl105 1.765, Cl106 1.772, H107 1.083, H108 1.084
105 Cl -8.558 -4.169 -6.092  C104 1.765
106 Cl -6.243 -4.017 -7.888  C104 1.772
107 H -8.312 -2.923 -8.070  C104 1.083
108 H -7.315 -2.284 -6.728  C104 1.084

Atomic partial charges in e from the Löwdin method, atoms 1 to 4: -0.1392, -0.3018, -0.4616, -0.5733

=====

[2]
C23H46BrIN3O3S | ωB97M-V/def2-TZVPD

Total charge: +1
Multiplicity: 1
HOMO level in eV: -11.605
LUMO level in Ha: -0.111
F_max in eV Å⁻¹: 2.6

Last columns: bonded neighbours and bond lengths (Å).
CARTESIAN COORDINATES (ANGSTROEM)
1 C -5.328 2.356 3.409  C2 1.580, H29 1.114, H30 1.115, H31 1.108
2 C -4.878 1.776 2.010  C1 1.580, O3 1.429, H32 1.110, H33 1.113
3 O -3.577 2.304 1.747  C2 1.429, C4 1.415
4 C -2.683 1.324 1.255  O3 1.415, C5 1.591, H34 1.117, H35 1.123
5 C -1.164 1.763 1.433  C4 1.591, C6 1.554, C10 1.590, N27 1.500
6 C -0.941 3.045 2.282  C5 1.554, I7 2.202, C8 1.572, H36 1.112
7 I -1.145 2.490 4.403  C6 2.202
8 C 0.428 3.786 2.061  C6 1.572, C9 1.574, H37 1.107, H38 1.117
9 C 0.283 5.131 1.257  C8 1.574, H39 1.113, H40 1.113, H41 1.112
10 C -0.548 1.788 -0.032  C5 1.590, C11 1.573, N15 1.501, H42 1.121
11 C -1.297 2.639 -1.123  C10 1.573, C12 1.581, H43 1.115, H44 1.111
12 C -1.192 1.987 -2.560  C11 1.581, C13 1.579, H45 1.106, H46 1.117
13 C 0.262 2.187 -3.141  C12 1.579, Br14 1.990, H47 1.113, H48 1.113
14 Br 1.258 0.476 -3.341  C13 1.990
15 N -0.325 0.364 -0.451  C10 1.501, C16 1.429, H49 1.023
16 C -0.552 -0.389 0.743  N15 1.429, N17 1.293, N27 1.452
17 N -0.740 -1.667 0.705  C16 1.293, C18 1.476, H50 1.017
18 C -0.699 -2.486 -0.522  N17 1.476, C19 1.571, H51 1.111, H52 1.115
19 C -2.111 -3.008 -0.974  C18 1.571, C20 1.581, H53 1.117, H54 1.113
20 C -1.960 -4.525 -1.392  C19 1.581, C21 1.575, H55 1.115, H56 1.116
21 C -1.191 -4.642 -2.762  C20 1.575, C22 1.567, H57 1.119, H58 1.118
22 C -0.431 -6.002 -2.932  C21 1.567, C23 1.561, H59 1.117, H60 1.118
23 C 0.898 -6.112 -2.120  C22 1.561, C24 1.555, H61 1.117, H62 1.119
24 C 1.826 -4.871 -2.252  C23 1.555, O25 1.436, H63 1.123, H64 1.114
25 O 3.161 -5.144 -1.798  C24 1.436, C26 1.433
26 C 3.701 -3.910 -1.308  O25 1.433, H65 1.110, H66 1.117, H67 1.119
27 N -0.563 0.474 1.911  C5 1.500, C16 1.452, S28 1.738
28 S 1.126 0.472 2.321  N27 1.738, H68 1.378
29 H -4.991 1.678 4.226  C1 1.114
30 H -4.790 3.324 3.545  C1 1.115
31 H -6.416 2.559 3.449  C1 1.108
32 H -5.567 2.065 1.189  C2 1.110
33 H -4.913 0.668 2.110  C2 1.113
34 H -2.919 1.026 0.204  C4 1.117
35 H -2.828 0.405 1.883  C4 1.123
36 H -1.742 3.802 2.128  C6 1.112
37 H 1.224 3.177 1.590  C8 1.107
38 H 0.810 4.075 3.069  C8 1.117
39 H -0.536 5.764 1.666  C9 1.113
40 H 1.264 5.655 1.257  C9 1.113
41 H 0.035 4.931 0.192  C9 1.112
42 H 0.492 2.196 -0.123  C10 1.121
43 H -0.857 3.658 -1.226  C11 1.115
44 H -2.380 2.786 -0.921  C11 1.111
45 H -1.526 0.933 -2.573  C12 1.106
46 H -1.862 2.569 -3.240  C12 1.117
47 H 0.185 2.595 -4.173  C13 1.113
48 H 0.844 2.931 -2.552  C13 1.113
49 H 0.668 0.256 -0.666  N15 1.023
50 H -0.928 -2.145 1.583  N17 1.017
51 H -0.261 -1.937 -1.383  C18 1.111
52 H -0.076 -3.385 -0.309  C18 1.115
53 H -2.487 -2.495 -1.892  C19 1.117
54 H -2.897 -2.887 -0.195  C19 1.113
55 H -2.960 -5.011 -1.483  C20 1.115
56 H -1.409 -5.093 -0.605  C20 1.116
57 H -0.505 -3.773 -2.916  C21 1.119
58 H -1.956 -4.590 -3.576  C21 1.118
59 H -1.150 -6.815 -2.667  C22 1.117
60 H -0.239 -6.138 -4.025  C22 1.118
61 H 0.654 -6.372 -1.062  C23 1.117
62 H 1.482 -6.986 -2.503  C23 1.119
63 H 1.434 -4.068 -1.571  C24 1.123
64 H 1.814 -4.434 -3.277  C24 1.114
65 H 4.807 -3.903 -1.396  C26 1.110
66 H 3.383 -3.727 -0.253  C26 1.117
67 H 3.319 -3.049 -1.912  C26 1.119
68 H 1.814 1.080 1.293  S28 1.378
69 C 5.879 1.818 1.413  C70 1.503, H73 1.090, H74 1.091, H75 1.091
70 C 4.535 2.471 1.562  C69 1.503, O71 1.218, C72 1.504
71 O 3.542 2.004 1.032  C70 1.218
72 C 4.461 3.725 2.389  C70 1.504, H76 1.091, H77 1.091, H78 1.090
73 H 5.783 0.927 0.792  C69 1.090
74 H 6.576 2.506 0.933  C69 1.091
75 H 6.260 1.524 2.392  C69 1.091
76 H 5.097 4.496 1.952  C72 1.091
77 H 4.780 3.514 3.411  C72 1.091
78 H 3.434 4.087 2.410  C72 1.090

Atomic partial charges in e from the Löwdin method, atoms 1 to 4: -0.0627, -0.2392, -0.1890, -0.1656

=====

no.,HOMO-LUMO gap (Eh)
1,0.14824
2,0.31522